# 1
Here is a structure of composition C56H70AsFN2SSbSi3Zr from the OMol25 dataset. Energies are from ωB97M-V/def2-TZVPD.

```
136
Properties=species:S:1:pos:R:3:forces:R:3
Zr -0.879049 0.262156 0.015708 0.205 -0.457 0.107
C 3.116578 -1.525338 -4.805950 0.019 0.015 -0.038
C 2.912317 -1.852857 -3.319754 -0.031 0.014 -0.069
C 3.616344 -3.179877 -3.024576 -0.006 0.023 0.003
C 1.413052 -1.853934 -3.007240 0.009 0.166 0.111
C -0.128631 -3.024299 -1.913409 0.049 0.043 -0.189
C -1.613616 -3.037785 -2.069165 0.090 -0.055 0.059
C -2.246075 -2.070485 -2.727702 -0.107 0.011 -0.044
C -3.701582 -2.112899 -3.085713 0.023 0.012 0.004
C -1.461070 -0.893035 -3.193732 0.242 -0.078 -0.168
C 0.616773 -0.677339 -3.579832 -0.073 0.099 0.047
H 4.169107 -1.639103 -5.072771 -0.026 0.013 0.013
H 2.823158 -0.503922 -5.057019 0.004 -0.027 0.004
H 2.537830 -2.207591 -5.433954 0.027 0.011 0.011
H 3.383536 -1.059896 -2.743733 0.040 -0.025 0.024
H 3.404985 -3.907005 -3.812326 0.001 0.008 0.026
H 3.318698 -3.619942 -2.073103 0.016 0.017 0.037
H 4.698067 -3.039345 -3.003031 -0.015 0.018 0.000
H 0.192508 -3.778547 -1.200725 -0.007 -0.050 0.011
H -2.162605 -3.908498 -1.720054 0.015 0.032 0.007
H -4.231189 -1.239718 -2.698419 0.018 -0.021 -0.004
H -4.176090 -3.017204 -2.705249 0.010 0.011 -0.002
H -3.818856 -2.102842 -4.173233 0.011 -0.001 0.011
H -2.106273 -0.025465 -3.262024 0.008 0.037 -0.014
H 1.197659 0.192164 -3.868134 0.006 0.007 0.007
C -1.819965 -1.983292 1.004036 0.467 0.293 0.047
Sb 0.255433 -2.691032 1.199672 -0.170 -0.168 -0.208
C 0.919741 -1.119335 -0.235763 0.228 -0.055 0.167
C 0.558441 -1.638949 -1.650608 -0.065 -0.210 -0.030
C 0.707228 -3.211419 -3.237184 -0.173 0.052 0.068
C 0.008171 -3.381433 -4.547164 -0.013 -0.026 0.064
C -0.561859 -2.346966 -5.151176 -0.033 0.042 0.041
C -0.581696 -1.011914 -4.486909 -0.041 -0.040 0.072
N -0.258019 -0.518891 -2.338133 -0.137 -0.327 0.211
Si 2.669133 -0.400246 -0.048696 -0.033 -0.027 -0.094
C 2.874898 0.917292 -1.387071 0.061 0.028 -0.083
C 3.144186 0.554245 1.504653 -0.078 0.041 0.123
C 4.055910 -1.669015 -0.164749 0.013 -0.214 -0.056
C 0.194619 -2.167636 3.341649 0.063 0.366 -0.106
C 0.208461 -0.677453 3.499916 0.089 -0.276 -0.019
C 0.194551 -0.061392 4.757899 0.057 -0.011 0.063
C 0.358968 1.305766 4.869055 -0.033 -0.057 0.069
C 0.552161 2.061562 3.720409 0.092 -0.013 0.178
C 0.493687 1.388155 2.530637 0.138 0.011 -0.036
N 0.291717 0.078480 2.394325 -0.300 0.272 -0.080
Si 1.758441 -2.998438 4.087268 -0.076 0.013 -0.038
C 3.264660 -2.645009 3.048331 0.080 0.036 -0.097
C 2.173070 -2.394669 5.799385 0.075 0.028 0.141
C 1.496091 -4.847817 4.037636 -0.038 -0.133 0.007
Si -1.367843 -2.961031 4.153300 0.013 0.003 -0.090
C -1.160485 -3.343641 5.970175 0.050 0.033 0.153
C -2.816205 -1.778432 4.077290 -0.157 0.067 0.010
C -1.824429 -4.582640 3.320382 -0.003 -0.112 -0.002
H -2.546705 -2.774215 1.161602 -0.031 -0.013 0.002
H -2.055615 -1.594956 0.003325 -0.439 -0.328 -0.236
H -1.958213 -1.222794 1.781678 -0.199 0.015 -0.151
H 1.394500 -4.038539 -3.095915 0.016 -0.003 0.048
H -0.002471 -4.365115 -5.003551 0.008 0.035 -0.002
H -1.054320 -2.457575 -6.110576 0.031 -0.002 0.019
H -0.807608 -0.215069 -5.190777 -0.019 0.005 0.013
H 2.807123 1.909144 -0.930011 -0.053 0.014 -0.033
H 2.106556 0.841662 -2.155003 0.023 0.044 -0.008
H 3.847597 0.863591 -1.886531 -0.039 0.014 0.070
H 2.807410 1.591696 1.475331 0.027 -0.039 0.027
H 4.238355 0.576921 1.492134 -0.026 0.039 -0.032
H 2.838040 0.119845 2.453168 0.050 0.018 -0.004
H 4.612109 -1.584302 -1.097485 0.021 -0.002 0.012
H 3.705230 -2.699638 -0.088683 0.041 -0.002 -0.040
H 4.758772 -1.503462 0.653551 -0.006 -0.045 -0.022
H 0.081481 -0.674438 5.642343 0.004 0.047 -0.039
H 0.348869 1.780003 5.842633 0.005 -0.033 -0.008
H 0.704781 3.131726 3.752887 0.002 -0.037 -0.013
H 0.645226 1.917327 1.596864 -0.138 0.082 -0.030
H 3.666772 -1.646027 3.223428 0.003 -0.050 -0.019
H 3.082000 -2.754202 1.977434 0.062 -0.016 0.028
H 4.042457 -3.368124 3.312041 -0.006 0.044 -0.014
H 2.497614 -1.351672 5.767636 -0.004 -0.038 0.030
H 3.017419 -2.985008 6.170736 -0.040 0.027 -0.017
H 1.364509 -2.484181 6.522470 0.017 0.002 0.029
H 1.102850 -5.166694 3.068096 0.042 -0.024 0.034
H 0.820830 -5.219046 4.809703 0.026 -0.002 -0.039
H 2.460763 -5.344036 4.176910 -0.043 0.018 0.012
H -1.103109 -2.444561 6.590139 -0.007 -0.055 -0.023
H -0.310447 -3.980829 6.206954 -0.022 -0.013 0.033
H -2.067605 -3.881655 6.267689 0.041 0.040 0.011
H -2.521748 -0.728258 4.017384 -0.040 -0.025 0.040
H -3.404091 -1.900591 4.992056 0.010 0.022 -0.049
H -3.480870 -1.988197 3.236252 0.007 0.025 0.072
H -1.459200 -5.420059 3.919327 -0.023 0.009 -0.055
H -1.436928 -4.723686 2.309996 -0.026 -0.003 -0.006
H -2.914565 -4.666046 3.269996 0.054 -0.001 0.026
S -3.045556 0.889674 -1.236434 0.264 -0.056 -0.113
C -3.199656 2.642015 -1.010873 -0.105 -0.039 0.077
C -4.468430 3.174483 -0.792330 0.036 -0.001 0.021
C -4.639035 4.543682 -0.655219 0.037 -0.012 0.000
C -3.546820 5.396637 -0.741452 -0.033 -0.003 0.007
C -2.280515 4.874757 -0.959938 0.007 -0.010 0.030
C -2.102231 3.504315 -1.095162 0.079 -0.067 -0.065
As -0.342572 2.685944 -1.311309 -0.543 0.543 -0.263
C -0.216105 2.614740 -3.248084 0.107 -0.057 0.041
C 1.026238 2.712959 -3.870288 -0.024 0.007 -0.048
C 1.116219 2.688240 -5.255589 -0.023 -0.019 0.008
C -0.034155 2.564351 -6.025042 0.008 0.003 0.025
C -1.272742 2.475803 -5.404430 0.009 0.026 0.014
C -1.367756 2.502411 -4.017662 0.037 0.022 -0.111
C 0.828215 4.175914 -0.921199 0.080 -0.077 0.126
C 1.432958 4.282080 0.327489 0.080 0.148 -0.111
C 2.216495 5.384067 0.640397 -0.001 -0.002 -0.011
C 2.402385 6.387975 -0.298089 0.001 -0.004 0.004
C 1.802724 6.286054 -1.545472 -0.003 0.003 -0.045
C 1.017859 5.185132 -1.860086 0.040 0.116 0.065
H -5.314357 2.503271 -0.716675 0.002 0.020 -0.003
H -5.628666 4.944155 -0.473565 0.026 -0.011 -0.004
H -3.676455 6.465746 -0.632889 -0.007 -0.023 -0.001
H -1.431582 5.544943 -1.000592 0.014 -0.012 -0.019
H 1.927427 2.830975 -3.281815 0.006 -0.010 0.009
H 2.084901 2.775586 -5.731953 -0.018 -0.004 0.005
H 0.034966 2.550463 -7.105409 -0.004 0.003 0.019
H -2.174839 2.397643 -5.998103 0.011 -0.003 -0.003
H -2.340698 2.450041 -3.547720 -0.010 0.005 0.024
H 1.308907 3.510541 1.069489 0.016 -0.030 0.047
H 2.684739 5.453266 1.613958 -0.005 0.003 -0.010
H 3.014270 7.247875 -0.058758 -0.007 -0.012 -0.006
H 1.943652 7.066826 -2.281805 0.001 -0.001 0.017
H 0.550096 5.126003 -2.833573 -0.010 -0.005 -0.011
F -4.672537 3.675530 3.994085 -0.001 -0.006 -0.017
C -3.842998 2.983316 3.189852 -0.020 0.002 0.029
C -2.726871 3.608063 2.675429 0.014 0.023 -0.012
C -1.880672 2.869161 1.861764 -0.055 0.028 0.027
C -2.104758 1.532002 1.504295 0.094 0.335 0.316
C -3.274520 0.978705 2.041447 -0.074 0.029 -0.095
C -4.135111 1.671808 2.886340 -0.016 -0.019 -0.026
H -2.532355 4.648503 2.906744 -0.004 -0.041 -0.004
H -1.012969 3.400959 1.487014 0.063 0.040 -0.041
H -3.587075 -0.020328 1.762626 -0.021 -0.045 0.011
H -5.032419 1.212529 3.281930 0.025 0.005 0.001
```
Positions in Å, forces in eV/Å.

The total energy comes out at -168025.3081 eV. The calculation puts the HOMO-LUMO gap at 6.749 eV. The LUMO energy comes out at -3.21 eV. As for the charge: +1.

# 2
Here is a structure of composition C56H80KO5PSSb2Si2 from the OMol25 dataset. Energies are from ωB97M-V/def2-TZVPD.

```
148
Properties=species:S:1:pos:R:3:forces:R:3
K -0.485604 0.735653 0.197180 -0.217 -0.354 0.337
C -1.919203 1.017802 4.375783 0.005 0.072 -0.032
Si -2.650959 1.738256 2.712136 -0.026 -0.105 0.059
C -3.345167 3.415010 3.473752 0.026 -0.067 0.038
C -4.277283 0.651964 2.706345 -0.097 -0.116 -0.123
C -5.329333 1.062382 3.541473 -0.004 0.023 -0.003
C -6.531359 0.377266 3.649199 0.011 0.016 0.006
C -6.716365 -0.773790 2.901534 -0.049 -0.013 0.000
C -5.692747 -1.206094 2.071287 0.007 -0.071 -0.015
C -4.467833 -0.536545 1.940397 0.087 0.168 0.091
Si -3.145506 -1.372673 0.747679 -0.021 -0.061 -0.002
C -2.850197 -3.016209 1.790389 -0.069 0.063 0.000
C -4.389271 -2.073887 -0.600102 0.023 0.086 0.044
H -2.642473 1.120574 5.196458 -0.004 -0.018 0.003
H -1.001636 1.542557 4.666538 0.037 0.028 0.040
H -1.670308 -0.043608 4.281944 -0.001 -0.005 -0.053
H -3.719978 3.301735 4.500580 -0.014 0.021 -0.007
H -4.158008 3.820489 2.860212 0.003 0.002 -0.012
H -2.566180 4.185082 3.514330 0.066 -0.028 -0.033
H -5.209495 1.959253 4.140238 -0.018 -0.024 -0.007
H -7.312926 0.738949 4.311907 0.006 0.014 0.001
H -7.647270 -1.330691 2.963665 0.005 -0.013 -0.010
H -5.858350 -2.112911 1.497284 0.006 -0.004 0.020
H -3.495752 -3.835216 1.446061 -0.011 -0.002 0.018
H -3.090468 -2.831538 2.842822 0.036 0.005 -0.004
H -1.815383 -3.373247 1.749407 0.004 0.004 -0.029
H -4.985077 -2.928070 -0.252175 -0.002 -0.009 0.002
H -3.885357 -2.384288 -1.521030 0.064 0.039 0.041
H -5.084840 -1.275278 -0.881598 -0.002 0.006 -0.030
C 0.551546 -5.119260 -2.457290 0.097 0.023 -0.002
C 1.903023 -4.535910 -2.884165 -0.055 0.018 -0.059
C 1.797585 -3.330914 -3.836395 -0.067 -0.168 0.146
Sb 1.635026 -1.463750 -2.749181 0.199 0.163 0.061
C 3.780904 -1.344070 -2.394077 -0.118 -0.049 -0.166
C 4.272086 -1.451460 -1.096075 -0.073 -0.016 0.044
C 5.638496 -1.412321 -0.843467 0.051 -0.003 -0.002
C 6.534464 -1.258452 -1.890320 -0.008 -0.002 -0.032
C 6.059029 -1.140906 -3.191770 0.052 -0.007 0.036
C 4.694773 -1.185010 -3.437073 -0.092 0.014 -0.060
C 1.677536 -0.212194 -4.482147 0.031 0.085 -0.082
C 1.461819 -0.703544 -5.766423 -0.006 -0.021 0.047
C 1.446186 0.153159 -6.861100 0.003 -0.014 -0.009
C 1.643773 1.512680 -6.680095 0.009 0.040 -0.010
C 1.852065 2.016897 -5.403632 -0.006 0.007 -0.021
C 1.867900 1.159931 -4.315705 -0.058 -0.089 0.039
Sb -0.798949 -3.798403 -1.350185 -0.129 0.081 0.059
C -1.606504 -2.906130 -3.133470 -0.036 0.022 -0.071
C -1.931900 -3.669627 -4.254208 0.035 0.035 0.029
C -2.304299 -3.057677 -5.443557 -0.009 -0.025 -0.036
C -2.334922 -1.671557 -5.532559 0.000 0.019 -0.008
C -2.031663 -0.895580 -4.423130 -0.004 -0.012 -0.041
C -1.693152 -1.516298 -3.225585 0.035 -0.088 0.076
C -2.261348 -5.371194 -1.159245 0.022 -0.036 -0.016
C -3.530491 -5.323707 -1.731200 0.056 0.049 0.007
C -4.440085 -6.353076 -1.527299 -0.019 -0.018 0.006
C -4.095408 -7.447247 -0.747065 -0.015 -0.011 0.002
C -2.839078 -7.502495 -0.160241 -0.001 -0.008 0.011
C -1.935930 -6.468093 -0.361780 -0.010 0.016 -0.042
H 0.711538 -5.964795 -1.781262 0.002 -0.013 -0.025
H 0.018083 -5.503850 -3.330295 -0.029 0.024 0.022
H 2.474347 -5.330235 -3.381246 0.014 0.023 0.019
H 2.485387 -4.270002 -1.993265 0.018 0.007 -0.012
H 0.910101 -3.430777 -4.465315 -0.005 -0.002 -0.014
H 2.667674 -3.259672 -4.492163 0.034 0.036 0.045
H 3.577191 -1.534457 -0.268381 0.023 0.001 0.016
H 6.002480 -1.489009 0.174157 -0.017 -0.001 0.006
H 7.599682 -1.220501 -1.694337 -0.001 0.001 -0.002
H 6.754812 -1.009252 -4.012672 -0.011 -0.001 -0.007
H 4.329819 -1.079724 -4.455405 0.025 -0.001 0.040
H 1.281785 -1.760762 -5.920092 -0.002 0.003 -0.033
H 1.261455 -0.241377 -7.853908 -0.001 -0.013 0.009
H 1.606872 2.185152 -7.529056 0.001 -0.002 0.003
H 1.952246 3.083856 -5.249087 0.009 -0.003 0.014
H 1.966198 1.573785 -3.319591 0.013 0.018 0.009
H -1.895113 -4.752503 -4.205137 0.004 -0.022 -0.002
H -2.558402 -3.664029 -6.306534 0.005 -0.003 0.010
H -2.591964 -1.193150 -6.470496 -0.005 0.002 0.002
H -2.025426 0.186322 -4.489634 -0.005 0.033 0.031
H -1.484219 -0.903175 -2.355685 -0.011 0.022 -0.015
H -3.820144 -4.464023 -2.322721 -0.015 -0.044 -0.013
H -5.427892 -6.292583 -1.968971 0.007 0.013 -0.002
H -4.809137 -8.245948 -0.582270 0.003 0.001 -0.002
H -2.569429 -8.344267 0.467075 0.010 0.002 0.002
H -0.966123 -6.514330 0.124641 0.004 -0.009 0.008
O 0.908005 2.846520 0.674512 -0.040 0.276 -0.077
P 1.036781 4.271438 1.142000 -0.018 -0.041 0.068
C 0.559125 4.200818 2.913033 0.066 -0.012 -0.028
C 0.106972 5.424359 3.714358 0.047 -0.025 0.021
C 1.245746 6.207224 4.361370 0.009 -0.050 -0.013
C 2.154001 5.291602 5.182151 -0.012 0.007 -0.034
C 2.670457 4.115261 4.354748 -0.062 0.002 0.033
C 1.522848 3.326197 3.728780 0.026 0.030 -0.019
C 2.804870 4.658778 0.755651 -0.012 -0.033 -0.050
C 3.602085 5.878016 1.249281 -0.030 0.006 -0.047
C 3.593664 7.107518 0.340368 0.016 -0.045 0.001
C 3.899430 6.747569 -1.109033 -0.032 -0.016 0.013
C 2.930214 5.681324 -1.606279 0.051 0.002 0.027
C 3.021387 4.416468 -0.758573 -0.031 0.046 -0.007
C -0.120467 5.373627 0.290800 0.022 -0.093 0.005
C -1.558078 4.904627 0.560466 0.009 0.002 -0.027
C -2.525122 5.629866 -0.375281 0.043 0.011 -0.029
C -2.210592 7.137693 -0.470813 0.011 0.000 0.019
C -1.312336 7.591014 0.676442 -0.001 0.015 -0.006
C 0.042690 6.883157 0.581598 -0.025 0.006 -0.010
H -0.336538 3.579202 2.730545 -0.009 0.001 0.015
H -0.540431 5.042034 4.511904 -0.012 0.009 -0.011
H -0.518122 6.083183 3.111630 -0.025 0.002 -0.003
H 0.831524 6.991044 5.001931 -0.002 0.012 -0.012
H 1.833263 6.717424 3.592491 0.040 0.017 -0.040
H 1.580152 4.900207 6.029873 0.006 0.002 0.008
H 2.990511 5.861707 5.597229 -0.006 -0.004 0.019
H 3.265266 3.451070 4.987518 0.009 -0.007 -0.009
H 3.342550 4.484294 3.577254 0.040 0.020 -0.044
H 0.943327 2.857351 4.529465 -0.024 -0.016 0.007
H 1.900173 2.511823 3.106709 -0.013 -0.022 0.006
H 3.228096 3.780352 1.259660 0.014 0.016 0.020
H 4.644374 5.547508 1.338252 -0.002 -0.011 0.011
H 3.293859 6.166050 2.252286 -0.011 0.012 0.073
H 4.330618 7.823697 0.716670 -0.018 0.007 0.013
H 2.625332 7.603816 0.387483 -0.079 0.026 0.004
H 4.924155 6.362077 -1.178891 0.006 0.009 -0.013
H 3.848426 7.640701 -1.737719 0.015 0.001 -0.004
H 3.141610 5.423989 -2.646391 -0.018 0.004 -0.008
H 1.909690 6.072563 -1.589113 -0.017 0.002 -0.007
H 4.019328 3.983252 -0.891936 0.010 -0.009 0.018
H 2.303194 3.681929 -1.125289 0.011 -0.023 0.001
H 0.067978 5.158068 -0.767628 -0.009 0.007 0.018
H -1.832072 5.100752 1.597875 -0.014 -0.015 0.047
H -1.641196 3.823875 0.439244 0.001 0.028 -0.002
H -3.543581 5.472801 -0.013853 -0.017 -0.011 -0.001
H -2.447662 5.182081 -1.366364 -0.012 0.032 0.055
H -3.132333 7.723904 -0.489139 0.003 0.006 -0.012
H -1.688881 7.344500 -1.411229 -0.010 0.011 -0.009
H -1.797156 7.369563 1.632036 0.012 0.005 0.004
H -1.157371 8.673352 0.645524 -0.002 0.005 0.014
H 0.623102 7.067309 1.491498 0.026 0.010 0.003
H 0.597826 7.342645 -0.238867 0.049 0.012 0.002
O 2.575889 0.941846 -0.122973 -0.076 0.119 -0.029
H 1.972548 1.706849 0.043314 0.281 -0.068 0.078
H 2.945850 1.090077 -0.999336 -0.020 -0.050 0.016
C -2.768115 2.479492 -2.012174 -0.009 -0.076 -0.084
S -1.165791 2.563870 -2.789025 -0.025 0.037 -0.104
O -1.432086 2.422197 -4.214428 0.035 -0.003 0.007
O -0.595311 3.862444 -2.428445 0.034 -0.033 0.020
O -0.408307 1.437412 -2.223044 0.011 0.094 -0.308
H -3.305874 3.385715 -2.283134 -0.076 -0.046 0.025
H -2.694252 2.381044 -0.928036 0.059 0.082 0.005
H -3.282012 1.606195 -2.410909 0.007 -0.016 0.014
```
Positions in Å, forces in eV/Å.

The total energy comes out at -134890.3771 eV. The calculation puts the HOMO-LUMO gap at 3.811 eV. The LUMO energy comes out at 3.60 eV. As for the charge: -2.